(1)
{"formula": "C17H28IrN7Se4Te", "method": "ωB97M-V with the def2-TZVPD basis set", "symbols": ["Ir", "Se", "Se", "Te", "Se", "N", "C", "C", "N", "H", "H", "H", "H", "H", "H", "H", "H", "H", "C", "C", "C", "C", "C", "C", "H", "H", "H", "H", "H", "Se", "N", "C", "C", "C", "C", "N", "C", "N", "H", "H", "H", "N", "C", "C", "N", "C", "C", "H", "H", "H", "H", "H", "H", "H", "H", "H", "H", "H"], "xyz": [[0.051, -0.703, -0.844], [4.297, -0.689, 0.653], [4.900, -2.424, -2.861], [3.675, -2.608, -0.682], [1.600, -2.027, -2.065], [-0.755, -0.364, 4.209], [0.683, -0.117, 3.841], [0.845, 0.174, 2.357], [0.500, -0.938, 1.473], [-0.861, -0.540, 5.209], [-1.133, -1.165, 3.697], [-1.372, 0.421, 3.951], [1.243, -1.003, 4.141], [1.021, 0.727, 4.440], [1.894, 0.424, 2.211], [0.230, 1.031, 2.079], [-0.474, -1.206, 1.627], [1.126, -1.724, 1.616], [-3.167, -4.233, -0.553], [-1.989, -4.334, 0.180], [-1.052, -3.318, 0.123], [-1.269, -2.182, -0.667], [-2.460, -2.096, -1.400], [-3.396, -3.118, -1.348], [-3.902, -5.026, -0.510], [-1.800, -5.215, 0.779], [-0.115, -3.446, 0.655], [-2.670, -1.225, -2.008], [-4.309, -3.043, -1.923], [-3.636, 0.240, 2.747], [-4.323, 1.492, 1.667], [-3.565, 1.525, 0.584], [-3.841, 2.330, -0.534], [-3.009, 2.215, -1.641], [-1.927, 1.369, -1.605], [-1.563, 0.618, -0.513], [-2.389, 0.645, 0.571], [-2.214, -0.101, 1.646], [-4.704, 2.980, -0.522], [-3.210, 2.771, -2.545], [-1.316, 1.236, -2.491], [3.971, 1.875, -1.559], [3.166, 2.850, -0.755], [1.950, 2.131, -0.197], [1.122, 1.458, -1.235], [1.706, 1.601, -2.588], [3.150, 1.151, -2.606], [4.332, 1.149, -0.900], [4.768, 2.344, -1.985], [2.917, 3.695, -1.393], [3.794, 3.206, 0.059], [1.347, 2.860, 0.344], [2.304, 1.381, 0.503], [0.228, 1.937, -1.249], [1.618, 2.628, -2.951], [1.158, 0.964, -3.283], [3.600, 1.324, -3.580], [3.224, 0.094, -2.368]], "atomic_forces_ev_per_a": [[-0.429, 0.217, -0.014], [-0.109, 0.123, -0.035], [-0.070, 0.003, 0.143], [0.151, -0.057, -0.093], [0.027, -0.061, -0.037], [0.033, -0.015, 0.032], [-0.038, -0.024, 0.029], [0.016, -0.039, -0.009], [0.043, 0.035, 0.060], [-0.001, -0.014, 0.008], [-0.006, -0.013, -0.003], [0.020, 0.021, -0.011], [0.003, 0.006, 0.003], [0.005, 0.007, -0.010], [0.002, 0.005, -0.008], [0.021, 0.031, -0.009], [-0.016, -0.051, -0.050], [0.021, 0.005, -0.039], [-0.001, -0.003, -0.003], [-0.034, 0.001, -0.012], [0.061, 0.001, 0.015], [0.079, -0.004, -0.041], [-0.059, -0.060, 0.019], [0.001, 0.004, 0.016], [0.008, -0.003, 0.006], [0.012, 0.004, -0.001], [0.004, 0.007, 0.018], [0.009, -0.018, -0.020], [0.003, 0.014, -0.002], [-0.084, 0.056, -0.055], [0.008, -0.058, 0.101], [0.019, 0.024, -0.081], [0.024, -0.023, 0.009], [-0.011, -0.007, 0.031], [0.058, -0.005, -0.043], [0.002, 0.091, 0.074], [-0.043, -0.033, 0.015], [0.087, -0.013, -0.013], [0.002, -0.002, -0.004], [0.007, -0.007, -0.006], [0.005, -0.008, -0.003], [-0.102, 0.018, 0.061], [0.018, -0.019, -0.043], [0.052, -0.009, 0.001], [0.079, -0.041, 0.047], [0.023, -0.038, 0.002], [0.082, 0.042, 0.018], [0.019, -0.057, -0.023], [0.042, -0.026, 0.016], [-0.012, 0.000, -0.013], [0.001, 0.020, -0.007], [-0.013, -0.032, 0.020], [0.021, -0.032, -0.015], [-0.006, 0.034, -0.057], [-0.021, 0.006, 0.008], [0.003, -0.006, 0.017], [-0.013, 0.025, 0.001], [-0.007, -0.022, -0.011]], "mulliken_spin": [1.353, 0.001, 0.977, -0.040, 0.236, 0.000, 0.015, -0.023, 0.156, 0.003, -0.002, 0.003, -0.002, 0.000, 0.002, 0.005, -0.043, -0.003, 0.086, -0.022, 0.089, 0.083, 0.037, -0.032, 0.003, 0.000, 0.005, -0.028, 0.000, 0.191, 0.278, -0.036, 0.268, -0.052, 0.313, 0.087, -0.086, 0.146, -0.002, -0.001, -0.009, -0.001, 0.000, -0.011, 0.052, 0.002, -0.006, 0.001, -0.001, 0.000, 0.000, 0.002, 0.010, -0.011, -0.001, -0.003, 0.001, 0.009], "homo_lumo_gap_ev": [5.5, 5.6], "s_squared": 6.07, "largest_force_ha_per_bohr": 0.0093, "multiplicity": 5, "total_charge": 2}


(2)
{"formula": "C17H28K2N5O9S", "method": "ωB97M-V with the def2-TZVPD basis set", "symbols": ["K", "K", "C", "O", "H", "H", "H", "C", "N", "O", "O", "H", "H", "H", "C", "N", "O", "O", "H", "H", "H", "C", "C", "O", "S", "O", "O", "O", "H", "H", "H", "H", "N", "C", "C", "C", "C", "H", "H", "H", "H", "H", "N", "C", "C", "C", "C", "H", "H", "H", "H", "H", "N", "C", "C", "C", "C", "H", "H", "H", "H", "H"], "xyz": [[0.328, -0.407, 3.431], [2.268, -1.809, 2.219], [0.026, -0.821, 0.461], [0.418, -1.368, 1.670], [0.383, 0.174, 0.197], [0.277, -1.488, -0.364], [-1.059, -0.717, 0.468], [-2.764, -0.048, 2.236], [-2.555, -1.047, 1.229], [-2.131, -2.141, 1.605], [-2.847, -0.757, 0.110], [-1.770, 0.298, 2.518], [-3.303, -0.548, 3.040], [-3.327, 0.753, 1.756], [2.888, -1.340, -1.288], [3.717, -0.542, -0.419], [3.559, -0.751, 0.802], [4.401, 0.316, -0.921], [1.873, -1.259, -0.899], [3.301, -2.344, -1.183], [2.906, -0.996, -2.322], [1.698, -4.209, -2.491], [0.817, -2.906, -2.488], [0.193, -2.826, -1.225], [0.931, -3.753, -0.076], [-0.051, -4.729, 0.421], [1.571, -2.808, 0.868], [2.089, -4.387, -1.110], [2.700, -4.160, -2.916], [1.100, -5.038, -2.870], [-0.003, -2.936, -3.205], [1.405, -2.003, -2.654], [-0.456, 1.998, -1.043], [-0.754, 3.280, -1.491], [-0.131, 4.091, -0.610], [0.656, 3.300, 0.243], [0.440, 2.015, -0.043], [-0.740, 1.141, -1.497], [-1.442, 3.513, -2.290], [-0.190, 5.169, -0.632], [1.219, 3.538, 1.133], [0.848, 1.141, 0.443], [-1.815, -0.203, -1.192], [-2.772, 0.751, -1.496], [-2.412, 1.479, -2.671], [-1.171, 1.018, -3.018], [-0.785, -0.051, -2.144], [-1.838, -0.831, -0.402], [-3.610, 0.891, -0.829], [-3.011, 2.314, -3.000], [-0.608, 1.324, -3.888], [0.128, -0.611, -2.005], [0.898, 2.192, 2.310], [0.712, 2.804, 3.503], [-0.553, 2.460, 4.007], [-1.167, 1.610, 3.115], [-0.213, 1.474, 2.081], [1.742, 2.250, 1.759], [1.405, 3.512, 3.932], [-0.973, 2.845, 4.924], [-2.155, 1.173, 3.091], [-0.292, 1.010, 1.109]], "atomic_forces_ev_per_a": [[0.356, 0.153, 6.579], [8.102, 2.414, 10.338], [-0.139, -1.485, 1.093], [-5.496, 2.829, -4.290], [-0.226, -2.835, -0.348], [-0.536, 1.489, 0.946], [2.885, 0.302, 0.828], [-1.079, -2.256, -1.572], [-1.709, -2.755, 4.128], [-0.493, 0.322, -0.376], [-10.193, -3.950, 6.904], [-1.120, -3.075, -1.532], [0.171, 0.311, 0.183], [0.080, 0.105, 0.310], [-0.148, -0.521, -0.525], [0.150, 1.752, 0.448], [1.852, 1.415, -2.559], [-0.013, -0.543, 0.876], [0.528, -0.090, 0.064], [-0.396, -0.083, -0.191], [0.600, 0.253, 0.330], [-0.299, 0.695, 0.527], [0.527, -0.772, -1.319], [0.593, -2.988, 0.325], [-1.098, -1.132, 0.350], [2.844, 2.319, -1.255], [-2.673, -10.406, -10.145], [-1.996, 0.543, 1.757], [-0.503, 0.281, -0.851], [0.274, -0.182, 0.204], [0.267, -0.142, -0.151], [-0.327, -0.446, -0.270], [0.965, 2.559, 1.127], [0.047, -1.146, 1.355], [0.919, 1.881, 0.029], [1.023, 2.749, 0.549], [0.930, 1.687, -3.200], [1.114, 2.027, 1.422], [0.308, -0.148, 0.339], [0.106, -0.018, 0.116], [-0.262, 1.895, -1.585], [1.496, 2.205, -1.620], [4.604, 5.178, -11.049], [0.541, 0.179, -1.470], [-1.735, -1.626, 2.417], [0.399, -3.549, -2.849], [-2.501, -1.881, -2.384], [2.443, -0.929, -3.454], [0.070, 0.184, -0.525], [0.247, -0.187, -0.362], [0.254, 0.138, 0.226], [-0.312, 0.497, -0.547], [-0.449, -1.733, 3.840], [-0.628, 0.509, 1.867], [1.612, 1.514, 0.997], [1.759, 3.261, -0.575], [-3.115, 0.274, -0.347], [-0.252, -0.419, 0.278], [0.167, -0.209, -0.131], [0.100, 0.053, -0.033], [1.127, 3.656, 2.204], [-1.757, -0.121, 2.560]], "lowdin_charge": [0.995, 1.038, -0.268, -0.749, 0.035, 0.033, 0.060, 0.034, -0.374, 0.107, 0.008, -0.004, 0.155, 0.151, 0.029, -0.370, -0.109, 0.164, 0.070, 0.126, 0.129, -0.098, -0.166, -0.258, 0.851, -0.185, -0.589, -0.209, 0.142, 0.136, 0.152, 0.077, 0.025, -0.070, -0.060, -0.097, -0.228, -0.048, 0.107, 0.101, 0.095, 0.077, -0.013, -0.020, -0.078, -0.106, -0.105, -0.042, 0.128, 0.116, 0.127, 0.096, -0.027, -0.075, -0.059, -0.190, -0.292, 0.157, 0.130, 0.115, 0.052, 0.068], "homo_lumo_gap_ev": 6.4, "largest_force_ha_per_bohr": 0.2874, "total_charge": 1}


(3)
{"formula": "C17H28N2O5S", "method": "ωB97M-V with the def2-TZVPD basis set", "symbols": ["C", "C", "O", "C", "C", "C", "C", "O", "C", "C", "C", "S", "O", "O", "N", "C", "C", "C", "N", "C", "C", "O", "C", "C", "C", "H", "H", "H", "H", "H", "H", "H", "H", "H", "H", "H", "H", "H", "H", "H", "H", "H", "H", "H", "H", "H", "H", "H", "H", "H", "H", "H", "H"], "xyz": [[5.309, -3.596, 0.417], [4.197, -4.499, 0.199], [3.805, -4.316, -0.991], [2.792, -3.538, -1.203], [2.147, -3.423, -2.755], [1.251, -2.366, -2.820], [0.891, -1.479, -1.957], [-0.165, -0.543, -2.121], [-0.752, -0.382, -3.294], [-1.927, 0.446, -3.032], [1.428, -1.562, -0.679], [0.719, -0.742, 0.599], [1.459, -0.864, 1.769], [-0.738, -0.806, 0.751], [1.308, 1.115, -0.144], [0.362, 2.019, -0.016], [0.074, 3.044, 0.813], [-0.701, 2.388, 2.188], [-2.088, 2.410, 1.656], [-2.662, 1.286, 2.253], [-4.229, 1.205, 1.677], [-4.802, 2.391, 2.122], [-4.140, 3.492, 1.610], [-2.915, 3.564, 1.983], [2.322, -2.764, -0.158], [4.965, -2.513, 0.361], [5.894, -3.721, 1.264], [6.017, -3.417, -0.470], [4.603, -5.485, 0.063], [3.553, -4.520, 0.996], [2.633, -4.043, -3.473], [0.992, -2.241, -3.741], [-0.250, -0.323, -4.118], [-1.211, -1.413, -3.501], [-2.544, 0.610, -3.785], [-1.462, 1.479, -2.871], [-2.595, 0.455, -2.294], [2.010, 1.312, 0.571], [0.553, 2.575, -0.921], [-0.666, 1.594, -0.464], [1.152, 3.166, 1.352], [-0.389, 3.926, 0.720], [-0.395, 2.986, 2.928], [-0.376, 1.515, 2.403], [-2.763, 1.142, 3.404], [-2.158, 0.270, 2.081], [-4.227, 1.038, 0.750], [-4.835, 0.101, 2.080], [-4.135, 3.458, 0.421], [-4.806, 4.225, 1.748], [-2.768, 3.832, 3.186], [-2.419, 4.248, 1.807], [2.683, -2.733, 0.637]], "atomic_forces_ev_per_a": [[1.803, 4.730, -2.057], [5.262, -3.098, 3.454], [-3.332, -0.283, -7.906], [-3.139, 2.005, -3.539], [1.738, 1.511, 7.594], [4.167, -5.721, -1.984], [-2.542, 4.339, 5.984], [5.058, -1.020, 3.673], [-6.661, -5.505, 2.364], [4.642, 4.776, -0.536], [1.123, -4.559, 0.800], [-3.108, 5.594, -1.627], [2.449, -1.084, 3.163], [1.909, -0.244, -1.109], [2.919, -6.568, 2.862], [-6.992, 0.401, -9.360], [4.298, -2.067, 11.770], [-2.041, 6.331, -7.524], [0.893, -0.988, 2.139], [-4.190, -5.386, 0.608], [1.647, -2.741, 9.796], [-1.900, -1.524, 0.033], [-7.799, -2.753, -6.886], [4.379, -8.836, 10.229], [-7.784, 3.052, -16.444], [-0.100, -1.034, 0.904], [0.909, -0.318, 1.728], [-0.799, -1.490, 0.943], [0.490, -1.072, 1.274], [-2.252, 0.077, 1.650], [-0.319, -0.102, -0.663], [-2.298, 0.854, -5.686], [3.624, 1.961, -4.704], [0.141, 0.408, -0.210], [-2.343, 0.390, -4.344], [-0.670, -0.684, -0.182], [-1.806, -1.719, 3.974], [0.550, -0.390, 0.086], [0.029, 0.845, -1.543], [1.668, 0.221, 1.165], [-1.772, 0.997, -1.084], [-1.492, 2.902, -1.620], [0.032, 2.780, 3.337], [1.842, -6.242, 0.851], [0.137, 1.480, -1.276], [-0.398, 1.766, -0.713], [0.027, -0.472, -7.788], [1.631, 3.656, -0.519], [-0.112, -0.351, 1.582], [-1.797, 3.482, 1.104], [-0.947, -1.330, -1.689], [7.907, 12.413, -4.680], [5.320, 0.611, 12.608]], "lowdin_charge": [-0.053, -0.378, -0.008, -0.154, 0.171, -0.077, -0.232, -0.037, -0.304, -0.034, -0.165, 0.747, -0.287, -0.288, -0.005, -0.532, -0.117, -0.078, -0.101, -0.192, -0.143, -0.096, -0.279, -0.239, 0.084, 0.108, 0.057, 0.121, 0.143, 0.119, 0.096, 0.065, 0.078, 0.155, 0.035, 0.120, 0.047, 0.085, 0.122, 0.168, 0.163, 0.072, 0.073, 0.033, 0.143, 0.106, 0.008, 0.193, 0.192, 0.110, 0.212, 0.007, -0.034], "homo_lumo_gap_ev": 7.5, "largest_force_ha_per_bohr": 0.3587, "total_charge": 0}


(4)
{"formula": "C17H28N2O5S", "method": "ωB97M-V with the def2-TZVPD basis set", "symbols": ["C", "C", "O", "C", "C", "C", "C", "O", "C", "C", "C", "S", "O", "O", "N", "C", "C", "C", "N", "C", "C", "O", "C", "C", "C", "H", "H", "H", "H", "H", "H", "H", "H", "H", "H", "H", "H", "H", "H", "H", "H", "H", "H", "H", "H", "H", "H", "H", "H", "H", "H", "H", "H"], "xyz": [[-1.029, -1.282, 4.858], [-1.631, -2.555, 4.271], [-2.492, -2.296, 3.176], [-1.962, -1.975, 1.971], [-2.878, -1.652, 0.965], [-2.458, -1.314, -0.303], [-1.097, -1.282, -0.614], [-0.605, -0.864, -1.817], [-1.119, -1.504, -2.981], [-0.819, -2.996, -2.983], [-0.196, -1.622, 0.384], [1.574, -1.645, 0.054], [1.829, -2.198, -1.241], [2.185, -2.275, 1.191], [2.089, -0.075, 0.047], [2.017, 0.631, 1.303], [0.769, 1.507, 1.449], [0.899, 2.796, 0.632], [1.086, 2.519, -0.783], [1.932, 3.491, -1.456], [2.173, 3.029, -2.893], [0.960, 2.894, -3.595], [0.123, 1.967, -2.944], [-0.169, 2.389, -1.504], [-0.607, -1.961, 1.658], [-0.390, -0.783, 4.133], [-1.822, -0.598, 5.148], [-0.438, -1.530, 5.735], [-0.845, -3.262, 3.984], [-2.278, -3.035, 5.010], [-3.929, -1.674, 1.207], [-3.189, -1.064, -1.057], [-2.197, -1.318, -3.080], [-0.602, -1.009, -3.805], [-1.037, -3.418, -3.959], [-1.418, -3.509, -2.232], [0.233, -3.141, -2.747], [1.774, 0.485, -0.735], [2.054, -0.137, 2.079], [2.912, 1.255, 1.400], [-0.111, 0.944, 1.132], [0.638, 1.778, 2.498], [1.776, 3.340, 0.993], [0.017, 3.435, 0.804], [2.888, 3.554, -0.932], [1.465, 4.492, -1.473], [2.765, 3.764, -3.441], [2.705, 2.066, -2.875], [-0.800, 1.926, -3.526], [0.597, 0.976, -2.932], [-0.783, 1.625, -1.026], [-0.725, 3.345, -1.508], [0.166, -2.233, 2.357]], "atomic_forces_ev_per_a": [[-0.213, -0.250, -0.254], [0.215, 0.087, 0.344], [-0.191, 0.018, -0.120], [0.104, 0.135, -0.384], [0.133, -0.088, 0.259], [0.272, 0.066, -0.158], [-0.050, -0.005, 0.103], [-0.183, 0.241, 0.301], [-0.033, -0.364, -0.338], [0.039, 0.353, 0.125], [0.561, -0.019, -0.535], [0.441, 0.174, -0.180], [-0.219, 0.244, -0.045], [-0.224, 0.151, 0.206], [-0.183, -1.150, -0.266], [-0.195, 0.257, 0.571], [0.254, 0.221, -0.171], [-0.191, -0.172, 0.282], [0.118, 0.101, -0.087], [0.071, -0.044, -0.364], [0.190, 0.236, 0.250], [-0.056, 0.131, -0.110], [-0.258, -0.094, 0.259], [-0.043, -0.103, -0.328], [-0.222, -0.157, 0.456], [0.087, 0.080, -0.008], [-0.046, 0.065, 0.046], [0.094, 0.000, 0.101], [-0.106, -0.009, 0.008], [0.156, -0.006, -0.109], [-0.129, 0.004, 0.027], [-0.057, 0.041, -0.090], [0.129, 0.064, -0.010], [-0.119, -0.012, 0.036], [-0.069, -0.071, -0.100], [-0.039, -0.099, 0.023], [0.014, -0.078, -0.052], [-0.096, -0.006, -0.274], [0.100, 0.242, 0.122], [-0.020, -0.084, 0.079], [-0.080, -0.007, 0.086], [-0.073, -0.028, 0.044], [-0.026, 0.031, -0.008], [0.109, 0.052, -0.045], [-0.001, 0.045, -0.006], [0.058, -0.038, 0.030], [0.035, -0.079, 0.071], [0.011, 0.070, -0.017], [0.020, -0.089, 0.058], [-0.063, 0.055, -0.036], [-0.058, 0.006, -0.015], [0.037, -0.077, 0.037], [-0.006, -0.043, 0.188]], "lowdin_charge": [-0.057, -0.235, -0.045, -0.257, 0.021, 0.011, -0.294, -0.112, -0.224, -0.052, -0.185, 0.661, -0.275, -0.294, -0.114, -0.225, -0.155, -0.196, -0.192, -0.161, -0.193, -0.125, -0.191, -0.154, 0.001, 0.059, 0.081, 0.079, 0.121, 0.124, 0.123, 0.120, 0.115, 0.120, 0.079, 0.079, 0.067, 0.084, 0.104, 0.122, 0.098, 0.114, 0.118, 0.124, 0.125, 0.132, 0.126, 0.129, 0.131, 0.112, 0.114, 0.133, 0.107], "homo_lumo_gap_ev": 9.2, "largest_force_ha_per_bohr": 0.0232, "total_charge": 0}